C19H18ClIN2O2V | wB97M-V/def2-TZVPD

The value obtained for the HOMO energy (spin up / spin down) is -13.8586 / -13.9127 eV. The calculation puts the LUMO energy (spin up / spin down) at -10.48 / -8.95 eV. The HOMO-LUMO gap (spin up / spin down) is 0.1241 / 0.1825 Eh. As for the spin multiplicity: 2. Its expectation value of S² is 0.94. The net charge is +2.

Geometry as XYZ:
```
44
Properties=species:S:1:pos:R:3:nbo_charge:R:1
C -3.07249 -0.85363 1.08478 -0.1996
C 3.05383 1.95706 2.72739 -0.1808
H -2.45360 -2.06002 -0.60430 0.2164
H -1.87922 2.23513 -5.32255 0.2128
H 0.00549 2.84948 0.55260 0.2437
H 4.67728 -0.19748 2.95455 0.2550
H -3.91846 0.18879 2.77056 0.2505
C 2.56670 1.08966 1.74087 0.1712
H -0.59648 0.01532 -4.74671 0.1573
Cl -6.92280 -3.09345 0.90687 0.0959
C -5.27294 -1.26573 1.95456 -0.2224
H -0.58520 2.56982 -6.47856 0.2275
I 1.02929 -1.00241 -2.62491 0.2144
N 1.46536 1.40080 0.97431 -0.5529
C 2.90015 -2.12550 0.12264 0.1040
H 3.88580 1.62889 3.35474 0.2523
H 2.35726 -2.55640 -0.73681 0.2371
C -5.44884 -2.24255 0.97685 0.0120
C 3.12151 -0.21527 1.47918 0.1936
H 0.85970 4.48529 2.20876 0.2731
H 2.81528 3.85198 3.69124 0.2687
C -0.82374 2.04848 -5.54512 -0.6092
H -1.26398 0.09892 -6.38999 0.2291
H -4.57387 -3.31700 -0.71056 0.2502
O -0.93088 -0.35141 0.21095 -0.6498
V 0.75830 -0.08018 -0.27643 1.4224
C 2.44483 3.18235 2.91461 -0.0690
C 0.87337 2.61310 1.16697 0.1158
H 0.45835 0.38582 -6.11053 0.2070
C 4.21944 -0.76341 2.15157 -0.1839
O -1.61780 0.80248 2.05510 -0.5414
H -6.05035 -1.03078 2.69166 0.2558
C 1.35435 3.52365 2.10774 -0.2055
H 5.48641 -2.47669 2.33113 0.2694
C 3.99621 -2.70510 0.75207 -0.2196
H 4.32868 -3.69932 0.44110 0.2751
N 2.42886 -0.91328 0.52556 -0.5491
H -0.22922 2.50270 -4.74751 0.1865
C -1.79831 -0.04748 1.18672 0.7647
C -0.54258 0.55206 -5.70055 -0.5988
C -4.07022 -0.57093 2.01330 -0.1300
C 4.65338 -2.03384 1.79068 -0.0623
C -3.24407 -1.83933 0.10808 -0.1571
C -4.44479 -2.54060 0.04739 -0.2303
```


C14H28N2O2Si2 | wB97M-V/def2-TZVPD

The value obtained for the HOMO energy is -6.0128 eV. The calculation puts the LUMO energy at -1.97 eV. The HOMO-LUMO gap is 0.1485 Eh. The net charge is 0.

Geometry as XYZ:
```
48
Properties=species:S:1:pos:R:3:nbo_charge:R:1
C 1.63639 3.11700 -2.58742 -1.1280
C -1.98781 2.51983 0.50181 -1.1336
H -2.93803 -0.34300 -0.74950 0.2381
C -1.61492 -2.07685 2.91202 0.0903
H -2.00030 -0.68910 0.71652 0.1595
C 1.80075 -1.94474 1.48796 -0.4580
H 1.25570 0.35288 -0.33719 0.2087
H -1.41819 3.44153 0.63984 0.2275
H 0.30071 -3.83679 0.11118 0.2506
C -1.56960 -3.66240 1.14501 -0.0676
H 0.02174 3.67920 -5.30253 0.2087
C -1.92655 -0.39816 -0.34444 -1.1136
H -1.49183 2.79644 -5.04466 0.2242
H -2.07352 -4.39086 0.52694 0.2453
H 0.14109 -1.10025 3.21804 0.4485
H -2.20903 2.12261 1.50217 0.1949
H 0.46718 0.51408 1.25503 0.1548
H 0.04095 1.91521 -5.14671 0.2210
N -0.31705 -1.81369 2.66440 -0.4266
C -0.43255 2.82928 -4.78165 -1.1159
O 3.12603 -4.99127 2.87874 -0.7017
C -0.99571 4.62941 -2.41109 -1.1298
H -0.71990 4.91380 -1.39179 0.2139
H -3.31757 -3.19467 2.34682 0.2541
C 2.98311 -3.63646 2.89145 0.7925
C 0.64110 1.00979 0.28363 -1.1190
H 2.09715 3.85620 -3.25181 0.2163
C 0.40196 -2.40860 1.69373 0.3209
H 2.05222 -1.15621 2.19151 0.2491
O 2.96868 -2.99314 3.90114 -0.5650
H -0.66182 5.43552 -3.07369 0.2154
H 2.78134 -3.77450 0.74378 0.2366
H 3.82592 -2.51633 1.32654 0.2658
H 2.12780 2.15657 -2.76031 0.2179
H -2.08469 4.57513 -2.46955 0.2252
H 1.19387 1.93099 0.47197 0.2365
H 1.84543 3.43217 -1.56077 0.2112
C -2.27389 -3.00651 2.15428 -0.2295
Si -0.23243 2.96429 -2.90687 1.8286
Si -1.03921 1.27713 -0.57317 1.8405
H 1.78593 -1.48147 0.50018 0.2853
H -1.38549 -1.18290 -0.88316 0.2081
H 2.52305 -5.37692 3.52710 0.5017
C 2.87779 -3.02156 1.51992 -0.5158
H -2.08787 -1.52020 3.70444 0.2440
H -2.93621 2.77023 0.02436 0.2349
N -0.94348 1.63581 -2.17902 -1.7363
C -0.23819 -3.35846 0.91481 -0.2298
```


C57H60BrN7O2P2SSeW | wB97M-V/def2-TZVPD

The value obtained for the HOMO energy (spin up / spin down) is -11.9960 / -12.0030 eV. The calculation puts the LUMO energy (spin up / spin down) at -5.69 / -5.56 eV. The HOMO-LUMO gap (spin up / spin down) is 0.2316 / 0.2366 Eh. As for the spin multiplicity: 3. Its expectation value of S² is 2.03. The net charge is +2.

Geometry as XYZ:
```
132
Properties=species:S:1:pos:R:3:mulliken_spin:R:1
C -0.74712 -0.40294 3.71858 0.0090
H -1.04718 -3.19010 -0.09410 -0.0231
C 4.25527 2.85224 -4.56596 -0.0001
H 2.43317 1.73533 -4.53413 0.0001
C -3.29175 -1.23768 -2.43498 -0.0239
C 2.12906 2.87487 2.83297 -0.0009
C 5.01315 -0.70275 0.32256 0.0028
C 1.18416 -3.56114 -1.52173 -0.0241
H -5.04768 7.43247 -0.38168 0.0000
H -4.62052 -5.34505 3.00187 0.0001
C -2.42464 -0.64713 -1.54599 0.0471
C -3.58078 5.40470 0.55390 -0.0001
N 0.73757 1.36981 1.66323 -0.0772
C 1.27695 -4.78768 -2.16455 -0.0032
P 1.25035 -0.76906 -1.33365 0.1294
H -0.73706 0.07461 5.79742 0.0011
H -4.03979 -3.12165 -3.13103 -0.0007
C -4.45831 -4.27106 3.10337 -0.0004
H 0.19683 3.80689 -0.05461 -0.0076
H -5.24205 1.95477 0.06505 0.0000
O -3.19739 1.78031 3.20534 0.0037
C 1.48401 -3.66872 -4.26821 0.0007
H -2.15467 4.39273 1.78458 0.0004
H -1.23656 5.03655 -4.62517 0.0000
C -1.70037 -2.67208 -0.77556 0.0272
C -0.12598 3.64986 -3.43102 -0.0020
H -4.19381 -1.89305 4.25873 0.0017
H 4.89300 -4.93468 3.11820 0.0000
H -1.54979 -5.28209 -1.66578 -0.0003
H 3.56465 -0.44861 4.42138 0.0002
C 1.41426 -4.84760 -3.54421 -0.0008
H -2.97104 -5.20917 -0.61590 -0.0007
W -0.42038 -0.20552 0.67548 1.6091
O -3.65582 0.50185 1.11779 0.0046
N -1.42255 1.49318 1.40628 0.0276
H 2.36399 -0.27987 3.13309 -0.0056
C 5.16319 3.60929 -3.83209 0.0001
N -3.51236 -3.83395 2.08728 -0.0002
H -3.12013 6.37487 0.70356 0.0000
H -3.09320 -2.21386 0.85017 0.0120
C -1.39341 -0.96234 2.59618 -0.0091
H 1.09103 -3.52987 -0.44782 0.0116
P 1.43172 1.94845 -1.69472 0.0724
H 1.62046 -3.69740 -5.34188 0.0000
C 3.38234 -0.57366 3.35663 0.0111
H 1.48089 -5.80294 -4.04905 -0.0001
C 5.24729 -0.42435 -2.05273 0.0003
H -1.18161 5.82270 -0.41554 0.0000
H 3.43450 -0.38568 -3.18326 0.0003
C 1.22089 -2.36713 -2.24112 0.0192
C -5.29307 6.52058 -0.92410 0.0000
H -1.17081 3.49620 3.43200 0.0002
C -2.23422 -4.49451 2.24862 0.0007
H 3.12339 3.22300 3.07458 0.0003
Se 0.83407 -2.33717 1.90326 0.1053
H 3.12634 -5.99337 1.81827 0.0006
C -0.90904 5.20109 -1.25879 0.0021
H -6.37696 6.45144 -1.01031 0.0000
S -3.05087 1.61249 1.79282 0.0050
H -3.89354 -0.62454 -3.09044 0.0001
H -3.17078 -5.28830 -2.37084 -0.0008
C -2.56080 -0.89897 5.18416 0.0134
H -4.12266 -4.08390 4.13314 0.0003
H -5.41668 -3.77158 2.95534 0.0001
C 2.90560 2.54435 -2.59029 0.0010
H 4.42416 2.67681 -5.62110 0.0000
Br -2.15685 1.20621 -1.55301 0.0198
C -0.27162 3.06691 3.01360 -0.0248
H 1.24547 -5.70373 -1.58532 -0.0004
C -2.55824 -4.87633 -1.57116 0.0010
H 5.42910 -2.37143 3.96408 0.0002
H -0.45851 1.25544 -3.80766 0.0003
N 3.53128 -1.97993 3.00575 0.0042
H -6.19764 3.96151 -1.02310 0.0000
C 1.95763 1.81328 1.98056 0.0545
H 6.89926 -0.51054 -0.68509 0.0000
C 2.63367 -2.72639 2.34215 -0.0283
C 3.86996 -0.47155 -2.19718 -0.0036
C -3.64258 3.05023 0.98214 0.0051
C 5.82274 -0.54331 -0.79352 -0.0003
C -3.19792 -1.49291 4.11826 -0.0200
C 1.39594 -2.44093 -3.62389 0.0046
H 1.49929 -1.55191 -4.21915 0.0000
C -4.72005 5.30567 -0.24242 -0.0001
H 5.64878 4.42230 -1.90684 0.0000
C -4.77857 2.92346 0.19064 -0.0016
N 3.12023 -3.98039 2.33263 -0.0021
H 6.03713 4.02536 -4.31651 0.0000
C 0.26710 3.27654 -2.14051 -0.0110
H 3.65466 3.47371 -0.80344 0.0006
C -2.53682 -3.37379 -1.62251 -0.0300
C -3.03662 4.28872 1.16660 -0.0005
C 4.94355 3.83485 -2.48082 0.0001
C 0.99012 3.47457 3.38709 0.0134
N -1.65289 -1.33766 -0.70373 0.0464
C 3.13027 2.32543 -3.94828 0.0003
C 0.13333 0.35603 -3.68975 0.0005
H 2.99476 -0.83747 1.03585 -0.0370
C 3.63228 -0.73885 0.17409 0.0514
C 3.05145 -0.62426 -1.08019 -0.0601
H 1.55082 -5.38259 2.37050 0.0021
C 2.43715 -5.15504 1.78269 0.0019
C -2.63327 -1.58090 2.83583 0.0054
C -1.29321 -0.37017 4.98121 -0.0047
N 0.97865 0.47243 -2.49463 -0.0222
H -3.03948 -0.84792 6.15389 -0.0001
C -0.93475 4.75890 -3.62290 0.0001
C 3.81889 3.30059 -1.86329 0.0006
H -1.94743 6.40980 -2.69358 0.0000
C -3.45404 -2.39022 1.84920 0.0119
H 0.23234 3.11293 -4.29930 -0.0001
C -1.32973 5.53458 -2.53580 0.0000
C -0.34844 2.03740 2.08009 0.0355
H 2.79006 1.29321 1.52711 0.0008
H -2.39527 -5.57209 2.31533 0.0006
H -4.48302 -2.02696 1.86495 0.0033
H 0.24677 0.00559 3.61658 0.0054
H 5.87267 -0.29315 -2.92679 -0.0001
H -0.56020 -0.47826 -3.60012 0.0006
H 0.71764 0.21492 -4.59972 0.0000
C -5.30644 4.05276 -0.41219 0.0001
H -1.68543 -4.17651 3.15074 0.0002
H 4.08223 0.03676 2.78847 0.0000
H -1.58434 -4.31094 1.39234 0.0019
H -4.89048 6.61716 -1.93544 0.0000
H 5.45871 -0.80104 1.30635 0.0001
C -3.35389 -2.62390 -2.45396 0.0302
C 4.59406 -2.77239 3.41590 -0.0005
C -0.12671 4.06755 -1.06006 0.0106
C 4.33275 -4.02292 3.00233 -0.0006
H 1.10123 4.27637 4.10726 -0.0007
H 2.15547 -4.96510 0.75414 -0.0048
```